{
  "formula": "C37H81NO14P",
  "method": "ωB97M-V/def2-TZVPD",
  "symbols": ["C", "C", "O", "C", "C", "O", "C", "C", "O", "C", "C", "C", "N", "C", "C", "C", "C", "C", "C", "C", "P", "O", "O", "O", "C", "C", "C", "O", "O", "H", "H", "H", "H", "H", "H", "H", "H", "H", "H", "H", "H", "H", "H", "H", "H", "H", "H", "H", "H", "H", "H", "H", "H", "H", "H", "H", "H", "H", "H", "H", "H", "H", "C", "C", "C", "O", "H", "H", "H", "H", "H", "H", "H", "H", "C", "C", "C", "O", "H", "H", "H", "H", "H", "H", "H", "H", "C", "C", "C", "O", "H", "H", "H", "H", "H", "H", "H", "H", "C", "C", "C", "O", "H", "H", "H", "H", "H", "H", "H", "H", "C", "C", "C", "O", "H", "H", "H", "H", "H", "H", "H", "H", "C", "C", "C", "O", "H", "H", "H", "H", "H", "H", "H", "H"],
  "coordinates": [[-7.22525, -0.80617, 3.11272], [-6.51687, 0.54087, 2.89209], [-6.37164, 0.88551, 1.52271], [-5.35771, 0.17559, 0.85708], [-5.90171, -0.57705, -0.34910], [-5.93389, -1.96836, -0.05837], [-5.95141, -2.77811, -1.20696], [-4.55550, -3.22994, -1.57158], [-4.01115, -3.95898, -0.48967], [-2.98507, -4.83577, -0.84694], [-1.64149, -4.15234, -0.96408], [-1.47963, -2.80246, -0.72500], [-0.29024, -2.17013, -0.83633], [-0.31623, -0.72421, -0.53547], [-1.29597, 0.09566, -1.41305], [-1.58441, -0.42860, -2.82147], [-2.44802, 0.65780, -3.52293], [-0.33915, -0.64819, -3.66184], [0.82562, -2.86034, -1.16128], [2.16288, -2.15977, -1.23147], [3.65648, -3.17334, -0.97056], [4.66079, -2.23859, -0.45391], [3.39659, -4.32258, 0.08126], [4.11808, -3.79466, -2.37136], [0.71767, -4.22776, -1.42842], [-0.50407, -4.87836, -1.31940], [-0.53926, -6.35736, -1.55417], [-0.53896, -7.07864, -0.62004], [-0.52519, -6.82328, -2.79733], [-8.25437, -0.61838, 3.38610], [-6.72389, -1.33354, 3.92080], [-7.18505, -1.42960, 2.22558], [-5.55137, 0.54497, 3.40218], [-7.11496, 1.32816, 3.33758], [-4.56821, 0.85982, 0.53518], [-4.90496, -0.56357, 1.51905], [-5.27938, -0.40035, -1.23312], [-6.89950, -0.18498, -0.55708], [-6.55410, -3.66564, -1.01828], [-6.40415, -2.25292, -2.05053], [-3.97877, -2.32712, -1.80037], [-4.62344, -3.82433, -2.48742], [-3.20442, -5.27898, -1.82719], [-2.91716, -5.67089, -0.15638], [-2.32644, -2.20397, -0.43446], [-0.65663, -0.64315, 0.49300], [0.66305, -0.27326, -0.55882], [-0.84161, 1.07855, -1.53703], [-2.21078, 0.27181, -0.85425], [-2.21856, -1.31281, -2.75661], [-2.93524, 1.26144, -2.76083], [-1.80191, 1.34181, -4.06255], [-3.20664, 0.22889, -4.16757], [0.15123, 0.28569, -3.92158], [-0.64190, -1.10645, -4.60240], [0.39524, -1.32264, -3.22558], [2.22382, -1.44391, -0.41979], [2.29531, -1.60005, -2.15529], [4.22393, -4.84309, 0.13613], [4.05918, -3.10216, -3.04317], [1.57839, -4.80972, -1.71446], [-0.60922, -6.11864, -3.45343], [9.22342, -4.61023, 0.10911], [7.83185, -4.71501, -0.49285], [7.64230, -3.73944, -1.63728], [6.84202, -4.46693, 0.51034], [9.39168, -3.60639, 0.50799], [9.33769, -5.31251, 0.93500], [9.99245, -4.81941, -0.63488], [7.66322, -5.73418, -0.84402], [7.75700, -2.70957, -1.29067], [6.63720, -3.83369, -2.04302], [8.36135, -3.91606, -2.43879], [6.96942, -3.56820, 0.83471], [0.69479, 5.11499, -1.50747], [-0.44012, 4.48083, -2.29303], [-1.25482, 5.53061, -3.03061], [-1.29462, 3.72844, -1.41860], [0.30315, 5.80441, -0.75522], [1.26858, 4.35060, -0.97861], [1.36765, 5.66939, -2.15442], [-0.03391, 3.76309, -3.00960], [-1.70545, 6.22974, -2.32190], [-2.06729, 5.06445, -3.58996], [-0.63335, 6.09714, -3.72416], [-1.66669, 4.34293, -0.77711], [3.72939, 9.61168, -1.06586], [3.08219, 8.28107, -0.71392], [4.04764, 7.35698, 0.01214], [2.60042, 7.64200, -1.90107], [4.57845, 9.46713, -1.73007], [3.01149, 10.24929, -1.58562], [4.07846, 10.13111, -0.17476], [2.20599, 8.45582, -0.08729], [4.91060, 7.13420, -0.61809], [3.55937, 6.40982, 0.25149], [4.40875, 7.80783, 0.93683], [3.35980, 7.48086, -2.47147], [2.46882, -6.48938, 3.79479], [3.66425, -5.69050, 4.29553], [4.95080, -6.13211, 3.61425], [3.78288, -5.82445, 5.70910], [2.59874, -7.55153, 4.01749], [1.55532, -6.16220, 4.29238], [2.33865, -6.37701, 2.71633], [3.49802, -4.62876, 4.10639], [5.16000, -7.18330, 3.82980], [5.79761, -5.55287, 3.98164], [4.88907, -6.00553, 2.53192], [3.93125, -6.75515, 5.90724], [-12.64873, -1.98066, 2.85197], [-11.21605, -2.47453, 2.98157], [-11.15822, -3.83282, 3.66381], [-10.43403, -1.52687, 3.71013], [-13.10275, -1.86368, 3.83954], [-12.67452, -1.00606, 2.36414], [-13.25742, -2.67633, 2.27305], [-10.76168, -2.54245, 1.99211], [-11.56871, -3.76977, 4.67506], [-10.12582, -4.17276, 3.75201], [-11.72530, -4.58049, 3.10784], [-10.81456, -1.44874, 4.59164], [7.73578, 11.34527, 0.44281], [7.10579, 10.00220, 0.77675], [8.07890, 9.09965, 1.51954], [6.65604, 9.36062, -0.41870], [8.60383, 11.20802, -0.20755], [7.02618, 11.97868, -0.09018], [8.05924, 11.86680, 1.34426], [6.21488, 10.15888, 1.38775], [8.95724, 8.89565, 0.90130], [7.61240, 8.14100, 1.74959], [8.41217, 9.55727, 2.45164], [7.42706, 9.20966, -0.97671]],
  "atomic_forces_ev_per_a": [[0.41, 0.57, 0.14], [-0.27, -0.37, 0.14], [0.11, 0.18, -0.01], [-0.03, -0.23, -0.06], [0.15, 0.12, 0.07], [-0.13, 0.04, 0.01], [-0.12, -0.24, 0.12], [-0.52, 0.52, -0.25], [0.13, -0.25, 0.12], [-0.04, 0.32, -0.61], [0.23, 0.08, 0.19], [-0.09, -0.52, -0.07], [-0.01, -0.58, 0.09], [-0.58, 0.72, 0.18], [0.68, -0.23, -0.15], [-0.55, 1.09, -0.01], [0.17, -0.21, 0.72], [-0.16, -0.66, -0.28], [0.37, -0.28, -0.43], [-0.87, -1.00, 0.57], [2.16, 2.02, 1.02], [-0.06, 0.35, -0.28], [-0.44, -0.74, -1.21], [-1.17, -0.56, 0.15], [-0.59, 0.34, 0.14], [0.34, 0.78, -0.58], [-0.06, 0.32, -0.02], [-0.05, -0.85, 1.04], [-0.07, 0.13, -0.62], [-0.23, -0.31, -0.05], [-0.14, -0.19, 0.12], [0.00, -0.08, -0.14], [0.22, 0.09, -0.14], [0.00, 0.22, -0.03], [-0.02, 0.24, 0.03], [0.10, -0.09, 0.08], [0.11, 0.02, -0.04], [-0.12, -0.12, -0.10], [-0.12, 0.01, 0.23], [0.02, 0.01, -0.15], [0.32, -0.04, 0.00], [0.16, -0.21, 0.01], [0.01, -0.12, -0.05], [-0.08, 0.09, 0.39], [-0.02, 0.15, 0.11], [0.10, -0.06, 0.19], [0.29, -0.35, -0.26], [-0.01, 0.18, 0.16], [-0.25, -0.12, -0.08], [0.28, -0.36, -0.08], [-0.30, 0.06, -0.04], [-0.03, 0.06, -0.29], [0.03, 0.02, -0.26], [0.06, 0.18, 0.20], [0.06, 0.00, -0.16], [0.06, -0.02, 0.11], [0.22, 0.10, 0.10], [0.01, 0.01, -0.14], [-0.03, 0.04, 0.44], [0.34, -0.14, -0.18], [0.25, 0.12, 0.03], [0.07, -0.01, -0.03], [-0.01, -0.14, 0.14], [0.29, 0.43, 0.07], [-0.06, -0.01, -0.22], [-0.32, -0.42, 0.02], [0.00, 0.04, -0.09], [0.00, -0.03, -0.03], [0.00, 0.02, -0.01], [-0.11, -0.03, 0.09], [0.06, -0.02, 0.04], [0.00, 0.00, -0.06], [0.02, -0.01, 0.03], [-0.10, 0.05, -0.05], [0.02, -0.36, 0.03], [-0.09, 0.50, 0.28], [-0.11, -0.14, -0.15], [0.07, -0.38, -0.15], [-0.02, 0.09, -0.08], [0.00, -0.01, -0.03], [0.00, 0.09, 0.03], [-0.08, -0.11, 0.05], [0.09, 0.04, 0.03], [0.03, -0.01, -0.02], [0.01, 0.03, 0.03], [0.00, 0.03, 0.00], [-0.44, 0.11, -0.14], [0.52, 0.05, -0.11], [-0.16, -0.18, 0.05], [-0.18, 0.02, 0.04], [0.11, -0.06, 0.08], [-0.05, -0.01, 0.08], [0.06, 0.00, 0.00], [-0.11, -0.06, -0.11], [0.06, 0.12, 0.02], [-0.04, 0.04, 0.03], [0.04, 0.01, -0.02], [0.04, 0.08, 0.01], [-0.13, 0.12, 0.03], [0.06, -0.52, -0.05], [0.09, 0.15, 0.04], [-0.05, 0.26, -0.01], [0.07, -0.01, -0.06], [0.01, 0.03, -0.01], [0.01, -0.03, 0.00], [0.01, 0.04, 0.12], [-0.09, -0.03, -0.06], [-0.02, 0.05, -0.03], [0.05, -0.03, -0.01], [0.01, -0.01, 0.02], [0.03, 0.13, -0.13], [-0.33, -0.09, 0.38], [0.18, -0.05, -0.05], [0.09, 0.01, -0.16], [0.00, -0.09, 0.02], [0.01, -0.02, -0.03], [-0.01, -0.01, 0.02], [0.10, 0.09, 0.02], [-0.09, 0.01, -0.03], [0.00, 0.00, -0.04], [-0.02, 0.00, 0.02], [-0.02, 0.00, 0.01], [-0.15, 0.09, -0.04], [0.49, 0.01, -0.13], [-0.12, -0.13, 0.06], [-0.01, -0.03, 0.09], [0.05, -0.04, 0.07], [-0.02, 0.00, 0.04], [0.02, 0.00, -0.01], [-0.08, -0.05, -0.09], [0.03, 0.09, 0.00], [-0.03, 0.02, 0.02], [0.02, 0.00, -0.01], [0.03, 0.02, 0.03]],
  "multiplicity": 1,
  "charge": 1,
  "gap_ha": 0.2645,
  "energy_ev": -79121.527,
  "de_lowest_ev": 0.509
}